1.
Molecular formula: C2H3Cl3O3P
Method: DFT, the ωB97M-V functional and the def2-TZVPD basis

Each line ends with the Löwdin charge.
Geometry (Å):
H: 1.844 0.583 -2.010  -0.011
H: 0.335 1.503 0.259  0.043
O: 2.351 0.689 0.657  -0.522
O: -0.289 1.284 0.981  -0.135
Cl: -2.877 -0.751 0.876  0.424
Cl: -0.849 -2.270 -0.483  0.612
C: -0.204 -0.109 0.775  -0.722
P: 1.612 -0.417 0.020  0.591
Cl: -1.719 0.467 -1.388  0.531
H: -0.054 -0.635 1.824  0.146
C: -1.241 -0.679 -0.007  -1.539
O: 1.090 0.335 -1.504  -0.419

Calculated values
Gap between HOMO and LUMO   7.0 eV
Total charge   -1
Multiplicity   1
Energy relative to the best compared isomer or geometry (same formula, charge and spin)   0.213 eV
SMILES   [O-]P(O)[C@@H](O)C(Cl)(Cl)Cl

2.
Molecular formula: C10H13BNO4PS
Method: DFT, the ωB97M-V functional and the def2-TZVPD basis

Each line ends with the Löwdin charge.
Geometry (Å):
H: 0.440 1.601 -0.491  0.097
H: 4.887 0.804 -0.790  -0.026
H: -1.667 1.195 -1.244  0.061
P: 4.018 0.915 -1.934  0.338
H: -3.203 1.880 2.294  0.116
C: 1.221 -2.364 -1.479  0.100
H: 0.403 -3.369 2.468  0.118
C: -2.222 -0.811 3.559  0.079
O: -3.279 1.239 3.035  0.081
C: -1.287 0.901 -2.315  -0.148
C: -1.256 -1.876 3.245  -0.304
C: -1.579 0.361 1.492  -0.286
H: -2.795 -0.917 4.472  0.138
H: -2.109 1.239 -3.111  0.097
C: -0.441 -1.735 2.007  -0.196
O: -1.755 1.324 0.753  0.063
C: 0.972 1.701 -1.528  -0.229
H: -0.240 2.515 -3.102  0.097
C: -2.374 0.234 2.744  -0.204
O: 0.483 -2.726 1.731  0.072
C: -0.596 -0.691 1.190  0.078
H: -0.012 -0.577 0.286  0.076
O: -1.105 -2.855 3.966  0.109
C: 1.719 -1.032 -1.355  -0.045
H: 0.578 -3.322 -1.785  0.087
H: 1.446 2.794 -1.558  0.120
N: 0.021 1.581 -2.716  -0.148
H: -1.239 -0.283 -2.414  0.091
H: 4.211 2.196 -2.628  -0.012
B: 2.165 0.568 -1.586  -0.480
S: 4.596 -0.491 -3.207  0.060

Calculated values
Gap between HOMO and LUMO   6.3 eV
Total charge   0
Multiplicity   1
SMILES   O=C1C=C(O)C(=O)C=C1O.C#CB(CNC)[PH2]=S

3.
Molecular formula: C24H46BF14N3O2SSi2
Method: DFT, the ωB97M-V functional and the def2-TZVPD basis

Each line ends with the Löwdin charge.
Geometry (Å):
H: -3.086 -0.413 -3.369  0.101
C: 0.712 1.710 -7.902  -0.264
C: -0.299 0.487 -7.599  -0.214
H: 1.575 -1.965 -0.895  0.128
N: 0.297 -2.553 -2.659  0.137
H: -1.193 -4.179 -1.302  0.131
C: 1.012 2.722 5.689  -0.211
H: -2.247 -0.809 -6.051  0.143
H: 1.711 1.151 -2.741  0.093
C: -0.780 -1.988 -0.641  -0.197
H: 2.208 1.474 9.575  0.000
H: 2.658 0.891 3.592  -0.010
H: 1.364 3.606 5.142  0.009
C: 0.507 -1.553 1.778  -0.145
C: 0.939 -3.002 2.345  -0.079
C: -1.674 -3.310 -0.725  -0.119
H: -4.138 0.096 -1.987  0.134
C: -3.153 -3.151 -1.288  -0.126
H: -4.014 2.226 -2.758  0.091
H: -2.310 2.362 -2.144  0.080
H: 3.205 2.723 8.069  0.002
H: -1.151 0.467 8.964  0.011
S: 1.503 4.429 -7.030  0.979
H: 1.870 -3.342 1.773  0.080
C: 0.244 3.053 -7.211  -0.309
H: -2.223 -2.435 -4.446  0.148
N: 1.922 -0.003 6.569  -0.267
Si: 1.075 -0.167 8.062  0.201
H: 0.125 -2.105 9.304  0.009
H: -1.776 -3.712 0.349  0.136
H: -4.508 -1.633 -0.194  0.118
C: 0.650 -2.542 -1.190  -0.054
C: -4.217 -2.723 -0.146  -0.126
H: 3.665 2.303 3.967  0.006
H: -2.690 1.837 -3.937  0.063
H: -1.497 0.250 -4.734  0.114
C: -1.329 -0.663 -5.408  -0.040
N: 1.332 0.230 -2.456  -0.004
F: 0.588 1.924 -9.301  0.097
F: 2.488 3.559 -6.035  -0.148
H: 0.103 -3.725 2.077  0.068
H: -0.431 1.834 8.122  0.000
H: -3.498 -4.198 -1.609  0.130
H: 0.811 -3.168 -3.307  0.185
B: -0.885 -1.572 0.924  -0.382
H: 4.130 3.236 6.664  0.011
F: -1.652 0.872 -7.758  0.095
H: 0.569 3.078 6.621  0.002
C: 0.662 -1.991 8.356  -0.218
F: -0.799 3.563 -8.018  0.081
O: -2.091 -1.218 1.623  0.091
H: 1.312 -1.106 1.092  0.089
H: -0.524 -2.777 -4.951  0.139
H: -2.223 -0.262 1.432  0.127
F: 2.550 5.704 -6.857  -0.150
C: 0.105 0.400 -1.624  -0.105
H: 4.206 0.684 4.444  0.012
C: -0.958 -0.838 -1.765  -0.268
C: 3.329 1.329 4.338  -0.216
H: 1.598 0.092 10.476  0.012
C: -0.568 0.752 8.081  -0.211
H: -3.244 -2.506 -2.225  0.092
H: 2.052 -0.137 -1.819  0.069
C: 3.679 2.365 7.153  -0.207
H: 0.028 -2.380 7.556  0.006
C: -1.174 -1.952 -4.492  -0.063
H: 3.083 -0.070 9.528  0.022
C: 2.092 0.390 9.545  -0.208
H: -3.758 -3.039 0.841  0.119
H: 1.121 -2.897 3.456  0.096
H: 0.431 0.566 -0.550  0.142
F: 0.718 -1.472 -6.618  0.055
F: 2.314 4.032 -8.406  -0.140
F: 0.831 0.374 -5.339  0.053
F: 2.020 1.304 -7.702  0.129
C: -3.076 0.191 -2.413  -0.220
F: -0.369 2.870 -5.947  0.064
O: -2.185 -0.221 -1.379  -0.114
F: -5.405 -3.540 -0.292  -0.109
H: 0.750 -3.546 -0.663  0.144
C: -2.969 1.757 -2.835  -0.056
H: 1.575 -2.591 8.407  0.011
F: 0.540 5.467 -7.938  -0.173
Si: 2.442 1.538 6.000  0.196
F: -0.075 -0.426 -8.662  0.091
H: 4.482 1.676 7.420  0.022
H: 0.234 2.244 5.091  0.012
H: -0.371 1.386 -1.961  0.128
H: 0.353 -0.779 2.613  0.122
F: 0.648 4.993 -5.693  -0.177
C: -0.710 -1.741 -3.016  -0.026
H: -1.159 0.506 7.195  0.017
C: -0.011 -0.304 -6.249  -0.288

Calculated values
Gap between HOMO and LUMO   1.9 eV
Total charge   0
Multiplicity   1

4.
Molecular formula: C7H4O
Method: DFT, the ωB97M-V functional and the def2-TZVPD basis

Each line ends with the Löwdin charge.
Geometry (Å):
C: 1.465 1.111 -0.411  0.022
C: 0.593 1.588 0.825  -0.404
H: 2.628 1.686 -0.488  0.195
H: -2.695 -2.833 -1.039  0.039
H: -1.325 0.130 1.743  0.182
C: 1.021 -0.129 -0.715  -0.054
O: 0.916 2.536 1.418  0.139
C: -1.215 -1.284 -0.370  -0.092
C: -0.498 0.525 0.938  0.062
H: 1.412 -0.824 -1.340  0.083
C: -2.055 -2.190 -0.444  0.139
C: -0.246 -0.315 -0.118  -0.312

Calculated values
Gap between HOMO and LUMO   7.7 eV
Total charge   0
Multiplicity   1
Energy relative to the best compared isomer or geometry (same formula, charge and spin)   1.126 eV
SMILES   C#CC1=CC(=O)C=C1

Repeat the fourth record exactly.
Molecular formula: C7H4O
Method: DFT, the ωB97M-V functional and the def2-TZVPD basis

Each line ends with the Löwdin charge.
Geometry (Å):
C: 1.465 1.111 -0.411  0.022
C: 0.593 1.588 0.825  -0.404
H: 2.628 1.686 -0.488  0.195
H: -2.695 -2.833 -1.039  0.039
H: -1.325 0.130 1.743  0.182
C: 1.021 -0.129 -0.715  -0.054
O: 0.916 2.536 1.418  0.139
C: -1.215 -1.284 -0.370  -0.092
C: -0.498 0.525 0.938  0.062
H: 1.412 -0.824 -1.340  0.083
C: -2.055 -2.190 -0.444  0.139
C: -0.246 -0.315 -0.118  -0.312

Calculated values
Gap between HOMO and LUMO   7.7 eV
Total charge   0
Multiplicity   1
Energy relative to the best compared isomer or geometry (same formula, charge and spin)   1.126 eV
SMILES   C#CC1=CC(=O)C=C1

> Among the records above, which one has the highest gap between HOMO and LUMO?

C7H4O

> Number 2 is which compound?

C10H13BNO4PS